No. 1
This record from the OMol25 dataset describes a molecular structure, C23H23P2Pb. The level of theory is wB97M-V/def2-TZVPD.

The calculation puts the maximum force at 2.1 eV/A. The molar mass is 568.6 g/mol. Its gap between HOMO and LUMO (spin up / spin down) is 6.168 / 6.169 eV. Its energy relative to the best compared isomer or geometry (same formula, charge and spin) is 0.633 eV. As for the highest occupied orbital energy (spin up / spin down): -10.1 / -10.1 eV. As for the charge: +1. For the total energy, the calculation gives -48037.1680 eV.

Each line ends with the Mulliken charge.
Element x y z (Å)
C 0.6647 -2.0807 1.9729  -0.249
C 1.5569 0.1188 -0.9082  0.221
H -2.1163 -2.2880 0.3586  0.481
C -1.9212 -3.8272 -1.1217  -0.777
C -0.9604 -0.3509 2.5628  -0.095
C -1.5320 -2.6532 -0.4797  -0.601
C 0.5823 -2.5921 3.2720  -0.794
H 1.2050 -1.9029 -2.4155  0.336
H -3.3482 -0.4224 -0.1046  0.113
H 0.5812 0.8977 -2.7177  0.380
Pb -0.9298 2.0494 0.0664  1.372
C -0.2584 -1.9916 4.2189  -0.532
H -2.5938 5.6986 0.3339  0.312
C -1.8185 4.9285 0.3866  -0.443
H 0.4799 -3.9684 -3.5282  0.440
P 0.0235 -0.4801 -0.1209  0.308
C -1.1980 -4.3073 -2.2184  -0.577
H 1.5292 4.9497 1.1783  0.319
H -4.0785 1.4338 -1.1057  0.152
C 0.6225 3.1332 0.7819  -0.987
C 1.5287 0.7130 -2.1943  -0.144
C -1.0262 -0.8800 3.8651  -0.759
P -2.9710 0.6232 -0.9401  -0.013
H 1.1756 -3.4578 3.5416  0.422
H -0.3528 6.4072 0.8320  0.369
H -2.6660 0.0658 -2.1723  0.108
C 3.9605 0.2411 -0.8645  -0.705
C -0.0770 -3.6114 -2.6712  -0.606
H -2.7932 -4.3664 -0.7665  0.419
C 0.3360 -2.4285 -2.0390  -0.443
C -0.5087 5.3482 0.6812  -0.160
H -0.3161 -2.3915 5.2294  0.403
C 0.5790 4.4949 0.8784  -0.238
C -2.2881 3.6746 0.1946  -0.737
H 2.7437 1.4989 -3.7906  0.439
C 2.7439 1.0562 -2.8062  -0.686
H 4.8879 0.0498 -0.3457  0.432
H 1.4937 2.5427 1.0401  0.398
H 1.3087 -2.5613 1.2398  0.438
H 4.8970 1.0735 -2.6156  0.401
C 3.9565 0.8133 -2.1374  -0.497
H -1.5867 0.5115 2.3091  0.175
C -0.4086 -1.9481 -0.9532  0.943
H 2.7481 -0.5490 0.7537  0.438
C 2.7583 -0.1026 -0.2318  -0.468
H -1.5154 -5.2188 -2.7223  0.399
C -0.0854 -0.9498 1.6297  0.569
H -3.3315 3.4190 0.0541  0.296
H -1.6810 -0.4126 4.5901  0.429

***

No. 2
This record from the OMol25 dataset describes a single C27H33BCl3NO2Si molecule. The level of theory is wB97M-V/def2-TZVPD.

The calculation puts the maximum force at 3.1 eV/A. The molar mass is 548.8 g/mol. Its gap between HOMO and LUMO is 8.772 eV. As for the highest occupied orbital energy: -8.8 eV. For the total energy, the calculation gives -80244.5923 eV.

Each line ends with the Mulliken charge.
Element x y z (Å)
C -0.1174 1.1553 -0.8529  1.411
C -3.4926 1.1646 1.0143  -0.727
C -1.2815 0.3901 -2.8728  -0.196
C 4.0087 4.6769 -1.8929  -0.982
C -3.5281 -0.1713 1.4366  -0.373
H -2.6034 5.6347 -4.8425  0.327
H -0.9870 -0.4452 -4.8430  0.307
H 1.6725 6.5635 -4.5382  0.307
C 3.0064 3.9002 -7.7294  -0.539
C 0.9749 3.3748 -3.8811  3.794
C 3.5497 3.0584 -6.7487  -1.006
B 1.6822 0.2908 0.7956  0.637
H 1.6584 6.7782 -2.7681  0.228
C 2.1916 4.0816 -0.4139  -1.299
H -2.0696 7.3265 -4.6633  0.434
C 2.8263 2.8340 -5.5656  -0.436
C -0.6696 1.7201 -4.8451  -0.338
C -1.7203 -0.6952 -0.0763  -0.381
H -1.5788 6.9654 -1.6796  0.455
C 1.4409 3.7219 -1.5337  -0.556
C -1.7291 6.3007 -4.8636  -1.230
H -1.2992 6.2750 -5.8736  0.328
Cl 3.4633 0.8205 0.4358  -0.335
H 4.0766 4.8834 0.2756  0.404
H -4.2517 1.8747 1.3852  0.381
H -2.1002 0.9885 -2.4103  0.429
C -1.2493 5.9309 -1.8538  -1.008
H 3.2569 2.1774 -4.7929  0.414
H 3.5835 4.1373 -8.6260  0.409
Cl 1.4849 -1.3445 1.6885  -0.343
H 4.5513 2.6140 -6.8812  0.382
Si -0.4926 5.8347 -3.5536  0.426
H 0.1138 2.2123 -0.4956  0.053
H 1.7583 3.9822 0.5840  0.435
H 4.9898 5.0904 -2.0582  0.454
C -2.5132 1.5985 0.0830  -0.062
H 1.2471 1.3478 -4.1948  0.239
H -1.2231 -0.6064 -2.4455  0.120
C 1.7214 4.4306 -7.5703  -0.952
H -0.1393 1.6264 -5.8190  0.335
O 0.9131 0.2829 -0.4080  -0.765
C 1.9860 3.7083 -2.7948  0.108
H -2.4543 0.4961 -4.6546  0.417
C 3.2468 4.2626 -3.0039  -0.968
H -1.3851 2.5317 -4.9487  0.158
C 1.5936 3.4869 -5.3256  -0.379
H 1.2733 5.0815 -8.3343  0.395
H 0.3683 3.5175 -1.4275  1.180
C -2.7080 -1.1343 0.8394  -0.927
Cl 1.0582 1.7092 1.9488  -0.338
C -1.5063 0.6789 -0.3158  -0.677
H 0.8126 0.4358 -2.5145  0.558
H -0.0359 4.5437 -6.2963  0.386
H -4.1856 -0.4684 2.2687  0.371
C 0.3977 1.9388 -3.7905  -1.022
C -1.4055 0.4725 -4.3840  -1.015
H 3.6271 4.4046 -3.9981  0.504
C 3.4820 4.5723 -0.6044  -0.826
H -2.5317 2.6169 -0.3546  0.374
H -0.5344 5.6580 -1.0666  0.216
N -0.0413 1.0958 -2.4564  0.363
H -1.1009 -1.4231 -0.5843  0.441
O -0.1366 4.2472 -3.8271  -0.397
C 1.0532 6.8524 -3.6799  -0.988
H 0.7332 7.8967 -3.8105  0.507
C 0.9935 4.1742 -6.3932  -0.226
H -2.1194 5.2637 -1.7751  0.217
H -2.8231 -2.2016 1.0305  0.390

***

No. 3
This record from the OMol25 dataset describes a molecular structure, C3H4F6KN3O15S6. The level of theory is wB97M-V/def2-TZVPD.

The calculation puts the maximum force at 16.1 eV/A. The molar mass is 667.6 g/mol. Its gap between HOMO and LUMO is 8.248 eV. Its energy relative to the best compared isomer or geometry (same formula, charge and spin) is 16.415 eV. As for the highest occupied orbital energy: -4.1 eV. As for the charge: -2. For the total energy, the calculation gives -135985.0279 eV.

Each line ends with the Mulliken charge.
Element x y z (Å)
F -16.3445 10.1436 -25.3818  -0.333
N -22.8806 7.5469 -19.2336  -0.417
F -16.5864 6.6248 -22.0105  -0.353
O -22.6459 9.1752 -21.2252  -0.340
O -21.3937 8.7145 -23.9575  -0.290
O -20.9314 7.8052 -21.8738  -0.603
S -17.3716 7.2665 -23.3107  0.830
F -18.6253 11.0509 -22.8917  -0.243
O -18.6410 7.7506 -22.7419  -0.322
H -20.5619 9.4746 -25.4615  0.262
S -21.6194 8.4051 -18.7320  1.264
N -16.4042 8.5840 -23.8053  -0.291
N -18.2064 9.6787 -20.8668  0.119
F -21.3697 7.5663 -17.3781  -0.391
C -20.8829 7.8467 -23.1238  1.091
O -19.3152 12.3303 -20.9828  -0.600
O -15.7022 7.9362 -26.0795  -0.708
S -23.4230 8.6520 -20.1123  1.090
H -21.9058 8.3358 -25.9639  0.206
S -16.6520 8.5824 -25.2313  1.036
O -20.3483 8.0972 -19.3506  -0.460
O -18.6042 10.6570 -18.5205  -0.589
O -16.7761 11.6489 -19.8544  -0.682
S -19.2923 10.9240 -21.4877  0.990
K -19.3413 8.1952 -21.1145  0.832
C -20.2065 7.2415 -25.1068  -0.316
O -21.8933 9.6633 -18.1319  -0.584
C -21.0255 8.4954 -25.3413  -0.352
O -24.4504 9.4243 -19.4896  -0.661
O -17.4661 6.1723 -24.2667  -0.558
O -17.9988 8.6626 -25.8030  -0.613
S -17.7241 10.5413 -19.7095  0.864
H -20.8104 6.4784 -25.5978  0.324
O -19.9345 7.0788 -23.6841  -0.308
H -19.2010 7.3516 -25.5130  0.353
F -24.3728 7.6792 -21.0293  -0.399
O -20.5971 10.5396 -21.9398  -0.492
F -16.5712 9.5685 -19.1568  -0.355